(1)
14
Properties=species:S:1:pos:R:3:forces:R:3 method="wB97M-V/def2-TZVPD" relative_energy_kcal_mol=160.0 energy_ha=-270.30286 max_force_ev_per_a=0.36
C -1.601380 0.141795 0.318949 -0.322 -0.099 0.112
C -0.428544 1.129451 -0.589006 0.014 0.125 -0.008
C 0.321789 -0.375185 0.911415 0.182 -0.119 0.160
C 1.307594 -0.581107 -0.185876 -0.056 0.003 -0.014
C 0.932603 0.642658 -0.979650 0.264 0.013 -0.002
O -0.222194 0.464371 -1.773108 -0.063 -0.034 -0.056
H -1.806865 0.500998 1.328816 0.044 -0.061 -0.169
H -1.731426 -0.947526 0.250635 0.056 0.156 0.017
H -2.398330 0.534734 -0.322974 0.130 -0.044 0.094
H 0.574249 0.444651 1.581278 -0.080 -0.072 -0.142
H -0.103703 -1.233793 1.425530 0.029 0.141 -0.098
H 2.346603 -0.570603 0.161344 -0.133 -0.013 -0.036
H 1.139440 -1.494968 -0.764243 0.046 0.116 0.067
H 1.670159 1.344527 -1.363115 -0.112 -0.111 0.073

***

(2)
67
Properties=species:S:1:pos:R:3:forces:R:3 method="wB97M-V/def2-TZVPD" energy_ha=-2196.81256 max_force_ev_per_a=5.03
C 0.736610 -1.706725 -1.437565 0.067 -1.646 -0.234
C 1.656808 -1.913304 -2.746389 0.512 -0.133 1.222
P 1.292481 -0.730003 -4.182017 1.892 -0.902 -1.039
C 2.781725 0.486888 -4.173833 0.392 0.106 1.003
C 3.084047 1.089623 -2.700788 -0.016 0.794 -0.080
P -0.489967 0.502691 -3.844217 -1.308 0.249 0.115
N -1.956186 1.527044 -3.758331 0.242 0.918 -0.258
C -1.656764 -1.034041 -3.730980 0.779 -0.825 -0.019
O -2.302926 -0.923604 -2.416828 -2.006 0.383 -1.399
C -3.721687 -0.961468 -2.530093 -1.674 -2.147 -0.502
C -4.526417 0.325284 -1.987844 -0.101 -0.702 0.088
O -4.308777 -1.975310 -2.994652 2.401 4.122 1.608
H 0.501906 -0.618228 -1.194016 0.363 -1.562 -0.273
H 1.255664 -2.249411 -0.558628 -0.808 1.185 -1.218
H -0.225975 -2.316520 -1.621827 1.249 1.352 0.460
H 2.759711 -1.819885 -2.413802 -1.640 0.021 -0.710
H 1.549225 -2.988381 -3.140475 0.039 1.638 0.627
H 3.705361 -0.116405 -4.473448 -1.372 0.840 0.085
H 2.616692 1.324285 -4.946719 0.198 -1.349 1.175
H 2.180777 1.017017 -1.998930 1.266 0.024 -1.013
H 3.325266 2.213546 -2.798442 -0.252 -1.725 0.267
H 3.971615 0.583545 -2.178369 -1.353 0.656 -0.876
H 0.045744 1.125333 -2.646589 -0.455 -0.164 -0.261
H -0.282848 1.045911 -5.181921 0.240 -0.410 0.563
H -1.990482 2.113228 -2.914996 -0.050 -0.141 -0.714
H -2.030529 2.095600 -4.620531 -0.062 -0.222 1.014
H -1.061201 -2.005478 -3.765354 -0.879 1.203 0.026
H -2.393775 -0.996414 -4.601763 0.967 -0.031 1.336
H -4.763005 0.240968 -0.861251 0.459 -0.180 -1.759
H -5.529956 0.301973 -2.556182 1.698 0.202 0.939
H -3.957747 1.300486 -2.126178 -0.771 -1.535 -0.086
C 6.851084 -1.670769 -0.482079 0.109 0.165 -0.391
O 6.739216 -2.190688 0.841295 -0.325 -0.166 0.194
C 5.523123 -2.676179 1.141154 0.104 -0.004 0.118
O 4.568400 -2.700519 0.404299 0.316 0.026 0.220
O 5.555951 -3.128961 2.404672 0.132 0.175 -0.378
C 4.321061 -3.679229 2.860780 -0.398 -0.170 0.211
H 7.871122 -1.308024 -0.612353 -0.073 -0.122 0.278
H 6.665598 -2.453689 -1.220783 -0.140 0.121 0.087
H 6.165128 -0.832996 -0.626392 -0.042 -0.190 -0.025
H 4.037046 -4.542946 2.255768 -0.046 0.199 -0.040
H 3.533535 -2.922214 2.848039 0.037 -0.126 -0.155
H 4.461845 -4.011917 3.889703 0.266 0.129 -0.141
C -4.785132 5.155986 3.297504 0.127 0.440 -0.063
O -5.154397 3.848042 3.730948 -0.128 -0.369 -0.241
C -5.474716 3.007446 2.733989 0.001 0.001 0.156
O -5.471332 3.270178 1.556109 0.020 -0.119 0.418
O -5.799216 1.822526 3.277076 0.132 0.399 -0.066
C -6.164376 0.824889 2.325858 -0.159 -0.360 -0.222
H -4.548183 5.745906 4.183397 -0.086 -0.302 0.046
H -3.897864 5.115210 2.661894 -0.194 -0.019 -0.056
H -5.614023 5.636786 2.773468 0.143 -0.124 -0.081
H -5.331889 0.612620 1.651293 -0.130 0.138 -0.018
H -7.048493 1.133429 1.763670 0.199 0.042 -0.053
H -6.405483 -0.086875 2.873064 0.096 0.248 0.170
C -0.637747 0.530917 1.908143 -0.249 0.240 -0.318
O -0.005667 -0.433922 2.747022 0.276 0.036 0.347
C 0.762159 0.094752 3.714129 -0.059 -0.080 -0.071
O 0.944555 1.270639 3.911624 -0.057 -0.456 -0.064
O 1.291067 -0.916496 4.423450 -0.180 0.173 -0.272
C 2.136663 -0.501515 5.495128 0.272 0.077 0.334
H -1.229956 -0.006203 1.166094 0.168 -0.198 0.193
H -1.308535 1.166956 2.490236 0.203 0.039 -0.023
H 0.107555 1.133211 1.383676 -0.069 0.040 0.185
H 1.576471 0.093061 6.219923 0.098 0.070 -0.168
H 2.993514 0.059041 5.114893 -0.185 0.083 0.050
H 2.506523 -1.396698 5.996268 -0.201 -0.054 -0.246

***

(3)
114
Properties=species:S:1:pos:R:3:forces:R:3 method="wB97M-V/def2-TZVPD" energy_ha=-4915.53309 max_force_ev_per_a=3.45
Cl -6.412294 1.529049 2.176604 -0.521 0.006 0.086
C -4.722752 1.449990 1.871838 1.163 0.035 -0.344
C -4.087931 0.198805 1.823681 0.479 0.450 -0.051
C -2.707542 0.142971 1.579835 -0.614 0.271 0.169
C -1.995845 1.326069 1.384324 0.463 0.264 -0.077
S -0.233291 1.233347 0.910547 1.123 -0.691 1.188
C 0.770845 0.665044 2.209908 -1.919 2.867 0.015
Cl 1.641954 -0.730685 2.106243 0.993 -1.956 -0.257
O -0.240820 0.189913 -0.093062 0.047 0.046 -0.341
O 0.138108 2.597113 0.568550 -0.499 -0.205 0.084
C -2.628780 2.568337 1.413898 -0.479 -0.279 0.179
C -4.008935 2.637199 1.652304 0.242 -0.554 0.080
H -4.659694 -0.715456 1.964718 0.070 0.232 0.014
H -2.199398 -0.818253 1.544234 -0.045 0.230 -0.058
H 1.089984 1.366668 2.993938 -0.338 -0.224 -0.698
H -2.057395 3.478048 1.246698 -0.037 -0.256 -0.037
H -4.517568 3.598789 1.659913 0.044 -0.248 0.051
F 9.664838 -6.347357 -3.364097 -0.091 0.094 1.327
C 9.633497 -6.212584 -1.992687 0.023 -0.094 -0.648
C 10.798315 -6.515772 -1.287064 -0.463 0.123 0.028
C 10.718203 -6.368602 0.095007 0.414 0.029 0.354
F 11.868575 -6.584841 0.824797 -1.196 0.045 -0.589
C 9.563332 -5.962629 0.757475 0.073 0.264 -0.142
C 8.432758 -5.560341 0.000607 0.217 -0.108 -0.201
C 7.251750 -4.962678 0.679554 -0.578 -0.235 1.335
C 6.181063 -4.231759 0.009566 -0.139 -0.298 -0.378
C 4.842543 -4.054580 0.409369 1.887 0.308 -0.875
C 4.277514 -4.562058 1.625651 -1.238 -0.911 1.633
C 3.233604 -3.872031 2.309558 0.280 -0.411 -0.403
C 2.703714 -4.399396 3.483422 -0.568 0.783 0.323
F 1.730705 -3.693059 4.157142 1.055 -0.839 -0.883
C 3.134655 -5.590296 4.053491 0.346 0.151 0.169
C 4.164865 -6.236933 3.389793 0.513 -0.365 0.102
F 4.733849 -7.345006 3.985642 -0.680 0.803 -0.684
C 4.698964 -5.797826 2.182504 -0.116 0.009 0.020
Pd 7.912317 -3.026129 1.294808 -0.805 -0.394 -0.857
P 8.653639 -1.480220 -0.179430 -0.137 0.540 -0.220
C 8.143569 -1.958236 -1.851409 0.237 0.252 -0.794
C 6.837854 -1.669212 -2.293453 0.187 -0.280 -0.114
C 6.405791 -2.128622 -3.539079 0.149 -0.047 0.153
C 7.278049 -2.856744 -4.354904 0.093 -0.040 0.049
C 8.593276 -3.087914 -3.943459 -0.106 -0.072 -0.002
C 9.030672 -2.640069 -2.698308 -0.375 0.160 0.009
C 8.014683 0.200068 -0.025523 0.190 0.631 -0.303
C 8.071270 1.073339 -1.129459 -0.185 0.159 0.468
C 7.550354 2.361951 -1.017431 0.041 -0.187 -0.032
C 6.952259 2.775450 0.175241 0.116 -0.192 0.130
C 6.901589 1.911126 1.273993 0.105 0.022 -0.156
C 7.439054 0.627048 1.181203 0.131 0.044 -0.312
C 10.458121 -1.460958 -0.163427 0.775 0.483 -0.492
C 11.187773 -0.275450 -0.369810 0.047 -0.530 0.122
C 12.581658 -0.299416 -0.309678 0.078 -0.057 0.135
C 13.257507 -1.484624 0.001770 -0.216 0.027 0.065
C 12.534252 -2.663897 0.219645 -0.008 0.139 -0.186
C 11.144970 -2.660979 0.094697 0.041 0.249 0.043
P 8.034390 -2.662761 3.527856 -0.497 -1.203 -0.460
C 8.750455 -4.160753 4.231310 0.693 -0.251 0.719
C 10.059989 -4.153920 4.741266 -0.387 -0.316 -0.060
C 10.635838 -5.346498 5.186855 -0.112 -0.195 -0.074
C 9.903879 -6.540536 5.149567 0.094 0.173 -0.006
C 8.590902 -6.549335 4.660901 0.074 0.263 -0.027
C 8.021160 -5.365073 4.189891 0.349 -0.060 0.022
C 9.046505 -1.222658 3.927462 0.186 0.623 0.482
C 8.574793 -0.241398 4.820832 0.295 -0.095 -0.234
C 9.299909 0.936605 5.010498 -0.015 -0.061 -0.039
C 10.504428 1.139558 4.332665 0.023 -0.064 -0.019
C 10.994276 0.161807 3.459851 -0.259 -0.143 0.217
C 10.262161 -1.011376 3.255255 -0.063 0.182 -0.053
C 6.452995 -2.461509 4.373361 -0.476 0.032 0.540
C 6.174196 -3.194720 5.538263 0.008 0.315 -0.087
C 4.990784 -2.973225 6.236175 -0.132 0.080 -0.042
C 4.128975 -1.946275 5.841415 0.140 0.011 0.094
C 4.417941 -1.181383 4.706611 -0.023 -0.124 -0.063
C 5.521122 -1.509653 3.916009 0.191 -0.081 0.317
C 8.462193 -5.758837 -1.393240 0.089 0.426 -0.029
H 11.703514 -6.860176 -1.788211 -0.298 0.173 0.183
H 9.560557 -5.905264 1.844223 0.034 0.134 -0.142
H 7.026695 -5.431649 1.635234 0.017 -0.051 -0.357
H 6.454947 -3.798764 -0.966994 -0.299 -0.342 0.436
H 4.209787 -3.478621 -0.285226 0.287 -0.097 0.601
H 2.830208 -2.958445 1.889321 0.037 0.015 0.182
H 2.743156 -5.951918 5.007393 0.122 0.144 -0.411
H 5.369690 -6.457494 1.632905 -0.131 0.222 0.320
H 6.160380 -1.089910 -1.661426 0.174 -0.196 -0.148
H 5.384734 -1.921927 -3.865991 0.324 -0.050 0.076
H 6.934633 -3.247701 -5.314402 0.102 0.189 0.262
H 9.287289 -3.633951 -4.585122 -0.250 0.159 0.135
H 10.062533 -2.805327 -2.385258 -0.281 -0.029 -0.096
H 8.504005 0.736267 -2.074637 -0.117 0.110 0.298
H 7.610555 3.033537 -1.873976 -0.096 -0.116 0.252
H 6.530172 3.776785 0.249113 0.078 -0.249 0.002
H 6.447310 2.232430 2.209939 0.058 -0.026 -0.233
H 7.418330 -0.049318 2.042076 0.005 0.279 -0.375
H 10.660551 0.657831 -0.562225 0.145 -0.194 0.029
H 13.143351 0.622248 -0.482905 -0.163 -0.322 0.065
H 14.346840 -1.486575 0.085064 -0.362 -0.003 -0.032
H 13.046663 -3.590608 0.487953 -0.118 0.279 -0.167
H 10.590265 -3.597606 0.215012 0.121 0.384 0.090
H 10.613193 -3.213933 4.787072 -0.102 -0.327 0.018
H 11.662737 -5.340468 5.564160 -0.395 -0.044 -0.107
H 10.357964 -7.468745 5.504330 -0.147 0.316 -0.110
H 8.006308 -7.474324 4.646693 0.244 0.336 -0.009
H 7.002630 -5.375276 3.793235 0.247 0.051 0.163
H 7.634840 -0.398957 5.347950 0.218 0.085 -0.105
H 8.912691 1.700765 5.690247 0.175 -0.267 -0.238
H 11.068156 2.065045 4.485514 -0.230 -0.344 -0.065
H 11.940688 0.310219 2.936619 -0.311 -0.045 0.118
H 10.619282 -1.750174 2.534269 -0.092 0.185 0.245
H 6.892688 -3.925113 5.909347 -0.253 0.203 -0.078
H 4.767589 -3.589207 7.111311 0.018 0.281 -0.258
H 3.232742 -1.737934 6.429003 0.269 -0.021 -0.215
H 3.789616 -0.325364 4.442210 0.059 -0.544 -0.093
H 5.674111 -1.017302 2.953650 0.026 0.048 0.321
H 7.580656 -5.519749 -1.992759 0.434 -0.084 0.047

***

(4)
23
Properties=species:S:1:pos:R:3:forces:R:3 method="wB97M-V/def2-TZVPD" total_charge=+2 relative_energy_kcal_mol=50.3 energy_ha=-417.25128 max_force_ev_per_a=3.60
C -3.596825 0.681879 0.182497 -0.657 1.192 -0.277
C 2.487275 -0.768977 0.700789 -1.754 -1.207 0.847
C 1.767318 0.527239 0.506725 0.729 1.856 0.809
C 2.918167 0.162919 -0.399169 -1.687 -0.804 0.573
C -1.906742 -0.677284 -0.716527 -1.846 2.813 1.287
N -4.714363 0.990900 0.779709 -1.413 1.165 2.220
N -1.671942 -1.867231 -1.059185 1.268 -1.094 -0.743
N -3.269092 -0.485817 -0.260477 2.779 -0.186 -0.966
N 4.194680 0.875674 -0.311957 1.798 2.995 0.223
H -2.897721 1.469287 -0.124287 -0.228 -0.105 0.662
H 3.173461 -0.924082 1.548989 -0.554 0.262 -0.371
H 1.676892 -1.582254 0.596873 2.317 0.662 -0.506
H 1.833184 1.335835 1.262815 0.382 -0.514 -0.625
H 2.606844 -0.125651 -1.389337 0.613 0.308 -0.393
H 0.804369 0.560120 0.014363 -0.042 -0.415 0.066
H -4.743143 1.965421 1.163970 -0.158 -1.213 -0.744
H -5.484598 0.389057 1.237719 1.983 0.738 -1.435
H -2.203879 -2.686764 -1.231809 -1.185 -0.756 0.185
H -0.732308 -1.947022 -1.347278 1.074 -0.672 -0.529
H -3.879578 -1.232795 -0.207263 -1.763 -1.937 0.328
H 4.636310 1.039166 0.713413 -1.508 -0.608 -2.746
H 4.073363 1.911466 -0.773144 0.471 -2.982 1.435
H 4.928322 0.388909 -0.887439 -0.619 0.503 0.699